Record 1
An isolated molecule of C23H30ClN3O3S, computed with ωB97M-V/def2-TZVPD.

Calculated values
SMILES: Cc1ccccc1CS(=O)(=O)CCC(=O)NCCN1CCN(c2cccc(Cl)c2)CC1
Gap between HOMO and LUMO: 7.99 eV
Multiplicity: 1
HOMO level: -7.550 eV
LUMO level: 0.44 eV
Total charge: 0

Structure (XYZ):
```
61
Properties=species:S:1:pos:R:3:forces:R:3
C 3.528692 1.555365 -0.743904 0.2 -0.2 -0.2
C -4.798599 0.832477 0.637872 0.0 -0.1 0.0
H -2.809358 -1.776557 1.436666 0.1 -0.1 0.1
N 2.973967 -0.618922 -1.736532 0.0 0.1 -0.4
H 0.963603 3.652343 -1.244076 0.0 0.1 -0.1
H 2.767992 3.320903 1.216740 -0.1 0.1 0.0
H 0.419931 1.598170 -1.948616 -0.1 0.0 0.0
H -0.096093 2.586593 1.024255 0.1 -0.1 0.2
H -2.696734 -2.298528 -1.039428 0.0 -0.1 0.0
H -6.964779 0.686887 -1.940734 -0.1 0.0 -0.1
H -5.780619 -1.433590 -2.292262 0.0 -0.1 -0.1
H -0.766293 1.393592 2.922135 0.0 0.0 0.2
C 3.961263 -2.237042 -0.226441 0.1 0.1 0.0
H -3.855480 -3.168195 -0.027855 0.0 -0.1 0.0
C 1.812358 -0.003349 -2.344870 -0.4 0.1 0.2
H 1.028434 -0.735070 -2.525576 0.0 0.0 0.0
C -3.755651 -2.489653 -0.875350 0.1 0.0 0.0
C 1.924632 3.398565 -0.789754 0.0 0.1 0.3
C 3.834566 -3.287411 0.656479 -0.1 0.0 0.0
C -4.128601 -0.370762 0.450320 -0.3 0.1 -0.2
H 0.670288 -1.747897 -0.869978 0.0 0.0 0.0
H 4.953156 -1.897070 -0.476166 0.1 0.0 0.0
C 1.582162 -2.155936 -0.467946 0.0 0.1 -0.2
S -1.485413 0.029767 0.660262 0.3 -0.3 0.4
C -0.178232 -0.392207 1.881213 -0.7 0.2 -0.3
C 1.485613 -3.205115 0.424795 0.4 0.0 0.0
H 0.470072 0.422842 3.759846 0.0 0.0 -0.1
H -4.160489 -2.982585 -1.755190 0.0 -0.1 0.0
H -6.326417 2.157404 -0.056160 0.0 0.1 0.0
H 0.974569 0.735855 -0.503969 0.1 0.0 -0.1
H 4.258929 0.743212 -2.606271 0.1 0.0 0.1
Cl -0.101443 -3.770035 0.844591 -0.3 -0.2 0.1
H 4.913075 -0.043031 -1.158848 0.0 0.0 -0.1
H 2.132016 0.404990 -3.308716 -0.1 0.0 0.0
O 2.421385 1.458629 2.533866 0.3 -0.2 0.2
H 2.657659 4.152696 -1.099273 -0.1 0.1 0.0
C -6.170950 0.397034 -1.268482 0.0 0.0 0.0
C 2.591789 -3.791935 1.007608 -0.1 0.0 0.0
O -1.646992 1.465484 0.625832 -0.3 0.2 0.3
C 4.015449 0.380232 -1.602995 0.2 0.3 0.3
C -5.502847 -0.798310 -1.463547 0.0 0.0 0.0
C 0.129780 0.786230 2.788308 0.2 0.2 0.1
H 3.347881 1.187450 0.279646 0.0 0.1 0.0
N 0.865896 2.586067 1.345167 -0.1 0.4 -0.3
N 2.341576 2.133483 -1.347831 0.0 -0.1 0.0
C 1.291118 1.142439 -1.475311 0.0 -0.2 -0.3
C -4.473009 -1.199536 -0.622105 -0.1 0.0 0.0
C 1.801006 3.508911 0.744650 0.2 0.1 -0.3
H 4.304735 2.323678 -0.706139 0.1 0.0 0.1
H 4.722540 -3.728135 1.084171 0.1 0.0 0.0
H 0.697670 -0.721924 1.325799 -0.1 -0.1 -0.1
H 2.489239 -4.606742 1.704870 0.0 -0.1 0.1
C -5.815882 1.219514 -0.214058 0.0 0.1 0.0
O -1.197798 -0.604049 -0.598366 -0.1 -0.3 -0.1
C -3.003755 -0.711631 1.364223 0.7 0.4 -0.4
H -0.576569 -1.242120 2.429451 0.0 -0.1 0.0
H 1.489512 4.532908 0.979713 0.1 0.0 0.0
C 2.837332 -1.629684 -0.810494 0.0 -0.5 0.2
H -3.117719 -0.260471 2.346052 0.0 0.0 0.1
H -4.512142 1.472424 1.459435 0.0 0.1 0.1
C 1.261972 1.641349 2.213294 -0.5 -0.1 0.3
```
Positions in Å, forces in eV/Å.



Record 2
A cluster of 2 separate species, CH4O3S in total, computed with ωB97M-V/def2-TZVPD.

Calculated values
Gap between HOMO and LUMO: 10.72 eV
Multiplicity: 1
HOMO level: -10.213 eV
LUMO level: 0.51 eV
Total charge: 0

Structure (XYZ):
```
9
Properties=species:S:1:pos:R:3:forces:R:3
H 0.803409 -0.581693 0.305190 0.8 -1.4 -1.4
S -1.976960 -0.058683 1.335431 0.7 3.2 -1.5
O 0.827495 1.281148 -1.022458 -0.5 -1.2 1.0
H -1.099026 0.735753 1.995499 -0.5 1.1 0.4
O -1.239409 -1.285378 1.442678 1.1 -3.7 0.1
C 1.191588 0.152624 -1.297150 1.5 2.7 -3.4
O 1.244101 -0.915675 -0.566494 -1.4 0.7 2.6
H 1.651334 0.088348 -2.343743 -0.5 -1.0 1.2
H -1.402532 0.583556 0.151046 -1.1 -0.3 1.0
```
Positions in Å, forces in eV/Å.



Record 3
An isolated molecule of C4H4N4, computed with ωB97M-V/def2-TZVPD.

Calculated values
SMILES: [H]/N=c1\cnnccn1
Gap between HOMO and LUMO: 9.56 eV
Multiplicity: 1
HOMO level: -10.125 eV
LUMO level: -0.56 eV
Total charge: 0

Structure (XYZ):
```
12
Properties=species:S:1:pos:R:3:forces:R:3
C -0.913263 0.308133 1.417883 1.4 0.3 -1.5
H -1.911208 -1.598346 0.763358 0.5 0.5 0.2
H -1.123336 0.161785 2.483458 0.1 0.5 -0.3
H 2.523564 -0.223898 -0.934588 1.7 0.9 -0.1
N -0.244451 -1.326763 -0.350368 -2.3 0.7 1.4
H 0.378697 1.032698 -2.202728 -0.2 0.5 -0.3
C 0.265215 0.842119 -1.149044 0.4 0.0 -0.1
N -0.374509 1.421113 0.999084 -1.2 -0.5 -0.1
C 0.793656 -0.487030 -0.698205 -0.2 -0.6 1.4
C -1.057138 -0.915210 0.574472 -0.2 -1.0 -0.8
N 1.965884 -0.920436 -0.506349 -0.6 0.2 -0.8
N -0.303109 1.705835 -0.396973 0.5 -1.5 1.0
```
Positions in Å, forces in eV/Å.



Going through the records in order, we get ΔE to the lowest compared entry with this formula, charge and spin values of 1.7, 235.9, 281.1 kJ/mol.